No. 1
66
Properties=species:S:1:pos:R:3 method="wB97M-V/def2-TZVPD" e_above_lowest_kj_mol=0.00 gap_ha=0.322 e_lumo_ha=-0.015 smiles="O=C1c2ccccc2C(=O)c2cc(N=C=S)ccc21.O=C1OC[C@@H](F)O1.O=C1OC[C@@H](F)O1.O=C1OC[C@@H](F)O1.O=C1OC[C@@H](F)O1"
O -1.26 -5.99 2.38
C -1.52 -5.02 1.72
C -2.89 -4.68 1.26
C -3.79 -5.66 0.85
C -5.03 -5.26 0.40
C -5.38 -3.92 0.36
C -4.50 -2.95 0.80
C -3.25 -3.34 1.25
C -2.24 -2.35 1.71
O -2.50 -1.40 2.40
C -0.85 -2.68 1.29
C 0.04 -1.72 0.87
C 1.30 -2.12 0.46
N 2.26 -1.15 0.00
C 2.03 -0.38 -0.90
S 1.91 0.53 -2.16
C 1.67 -3.45 0.48
C 0.77 -4.42 0.90
C -0.49 -4.03 1.30
H -3.47 -6.69 0.89
H -5.74 -6.01 0.07
H -6.35 -3.65 -0.02
H -4.78 -1.91 0.78
H -0.25 -0.68 0.85
H 2.66 -3.73 0.15
H 1.04 -5.46 0.89
O -1.24 1.38 0.14
C -1.25 2.39 -0.48
O -0.49 2.63 -1.57
C -0.89 3.89 -2.11
C -1.52 4.57 -0.91
F -2.55 5.39 -1.25
O -2.02 3.47 -0.17
H -1.63 3.72 -2.90
H -0.04 4.43 -2.52
H -0.81 5.12 -0.29
O -7.23 0.81 -0.68
C -6.55 1.70 -1.05
O -6.55 2.95 -0.53
C -5.48 3.68 -1.15
C -5.29 2.92 -2.44
F -3.99 2.94 -2.85
O -5.65 1.61 -2.08
H -4.59 3.63 -0.52
H -5.76 4.72 -1.30
H -5.92 3.25 -3.27
O 1.59 3.28 1.77
C 2.66 2.81 2.00
O 3.78 3.09 1.31
C 4.88 2.44 1.96
C 4.18 1.33 2.72
F 4.79 1.03 3.89
O 2.91 1.90 2.98
H 5.36 3.14 2.65
H 5.61 2.07 1.24
H 4.04 0.41 2.15
O 6.87 2.81 -1.13
C 6.97 1.64 -1.23
O 7.59 0.98 -2.24
C 7.62 -0.41 -1.92
C 6.47 -0.54 -0.94
F 6.69 -1.48 0.00
O 6.46 0.74 -0.33
H 8.57 -0.66 -1.44
H 7.49 -1.01 -2.82
H 5.50 -0.71 -1.41

---

No. 2
68
Properties=species:S:1:pos:R:3 method="wB97M-V/def2-TZVPD" e_above_lowest_kj_mol=0.00 gap_ha=0.284 e_lumo_ha=-0.021
Pt -0.67 -1.68 1.19
N -0.85 -2.84 4.38
C 0.38 -2.42 3.92
N 1.50 -2.50 4.60
N 2.44 -1.98 3.78
N 1.93 -1.61 2.67
N 0.59 -1.87 2.72
C -1.85 -3.24 3.52
N -2.91 -3.92 3.88
N -3.62 -4.06 2.74
N -3.03 -3.51 1.75
N -1.86 -2.98 2.21
H -0.86 -3.25 5.30
C -3.71 -0.04 -0.08
C -3.10 -1.23 -0.73
N -2.02 -1.87 -0.36
C -1.87 -2.96 -1.19
C -2.88 -2.97 -2.09
N -3.65 -1.87 -1.78
H -3.05 0.32 0.71
H -4.67 -0.30 0.36
H -3.86 0.77 -0.80
H -1.07 -3.67 -1.06
H -3.14 -3.64 -2.88
H -4.50 -1.59 -2.24
F -0.20 6.15 2.50
C -1.26 5.48 2.02
F -1.77 6.21 1.02
F -2.18 5.44 3.00
C -0.87 4.11 1.55
C 0.00 4.01 0.46
C 0.38 2.76 0.01
C -0.11 1.60 0.62
C -0.96 1.72 1.71
C -1.34 2.97 2.18
P 0.46 -0.04 0.09
C 2.27 0.24 0.16
C 2.78 0.83 1.32
C 4.12 1.11 1.42
C 4.97 0.81 0.36
C 4.48 0.23 -0.80
C 3.12 -0.05 -0.90
C 6.43 1.17 0.48
F 6.95 0.76 1.64
F 7.17 0.63 -0.51
F 6.61 2.50 0.42
C 0.08 -0.16 -1.69
C 0.50 -1.31 -2.35
C 0.18 -1.52 -3.68
C -0.61 -0.59 -4.35
C -1.05 0.55 -3.70
C -0.70 0.77 -2.37
C -1.04 -0.82 -5.77
F -0.38 -1.84 -6.35
F -0.87 0.27 -6.53
F -2.36 -1.13 -5.82
H 0.37 4.90 -0.02
H 1.08 2.68 -0.81
H -1.31 0.82 2.21
H -2.00 3.06 3.03
H 2.12 1.06 2.14
H 4.52 1.56 2.32
H 5.14 0.01 -1.62
H 2.75 -0.49 -1.81
H 1.07 -2.06 -1.82
H 0.51 -2.42 -4.19
H -1.66 1.27 -4.23
H -1.06 1.66 -1.87

---

No. 3
71
Properties=species:S:1:pos:R:3 method="wB97M-V/def2-TZVPD" e_above_lowest_kj_mol=0.00 gap_ha="0.302 / 0.276" e_lumo_ha="-0.042 / -0.068" spin_multiplicity=2 s2=0.754
Pd 1.46 1.00 1.58
C -3.75 1.68 3.27
N -2.41 2.00 2.79
C -1.41 1.17 2.52
N -0.39 1.87 2.03
C -0.84 3.16 2.03
N -2.07 3.27 2.48
C -4.76 1.60 2.15
C -5.85 2.46 2.12
C -6.78 2.37 1.10
C -6.63 1.44 0.09
C -5.52 0.59 0.10
C -4.60 0.66 1.13
C -5.36 -0.38 -0.97
N -6.20 -0.74 -1.88
N -5.56 -1.67 -2.68
C -4.37 -1.81 -2.19
O -4.16 -1.02 -1.11
C -3.28 -2.65 -2.68
C -3.49 -3.47 -3.78
C -2.45 -4.25 -4.26
C -1.21 -4.21 -3.65
C -0.99 -3.38 -2.55
C 0.39 -3.35 -1.93
N 0.47 -2.55 -0.72
C 0.63 -1.23 -0.60
N 0.55 -0.89 0.67
C 0.35 -2.08 1.30
N 0.28 -3.11 0.49
C -2.03 -2.61 -2.06
H -4.02 2.46 3.98
H -3.68 0.73 3.81
H -1.43 0.11 2.68
H -0.26 4.00 1.70
H -5.96 3.20 2.90
H -7.63 3.04 1.09
H -7.34 1.36 -0.72
H -3.75 -0.01 1.14
H -4.47 -3.49 -4.25
H -2.61 -4.90 -5.11
H -0.40 -4.82 -4.03
H 1.12 -2.96 -2.64
H 0.71 -4.35 -1.65
H 0.82 -0.56 -1.42
H 0.28 -2.18 2.37
H -1.89 -1.97 -1.20
O 3.39 0.42 1.19
C 3.56 0.55 -0.09
O 2.66 0.92 -0.84
C 4.92 0.19 -0.59
C 5.23 0.44 -1.93
C 6.49 0.13 -2.42
C 7.44 -0.43 -1.58
C 7.11 -0.67 -0.26
C 5.86 -0.36 0.26
N 8.12 -1.28 0.63
O 7.79 -1.52 1.77
O 9.22 -1.47 0.17
H 4.48 0.89 -2.56
H 6.74 0.33 -3.45
H 8.43 -0.68 -1.94
H 5.64 -0.55 1.29
Cl 1.98 0.45 4.04
Ge 2.84 2.34 2.95
Cl 1.91 3.84 4.15
Cl 4.88 2.15 3.47
F 1.38 3.24 0.02
B 2.29 4.23 0.36
F 3.24 3.48 1.46
F 1.72 5.25 1.06
F 3.16 4.58 -0.61

---

No. 4
63
Properties=species:S:1:pos:R:3 method="wB97M-V/def2-TZVPD" e_above_lowest_kj_mol=111.41 gap_ha="0.283 / 0.283" total_charge=+1 e_lumo_ha="-0.174 / -0.174"
Ir -0.73 1.02 -0.91
O -3.98 -2.38 -4.37
C -4.40 -2.44 -3.12
O -5.26 -3.20 -2.76
C -3.75 -1.54 -2.12
C -4.11 -1.49 -0.79
N -3.29 -0.63 -0.17
N -2.43 -0.08 -1.04
C -2.68 -0.65 -2.22
C -1.72 -0.27 -3.28
O -1.83 -0.59 -4.44
O -0.71 0.45 -2.80
H -3.27 -1.71 -4.51
H -4.89 -2.02 -0.26
H -3.29 -0.33 0.79
Cl -2.00 1.56 1.81
C -0.51 1.14 2.65
C -0.33 1.70 3.90
C 0.83 1.41 4.61
C 1.78 0.56 4.07
C 1.59 0.02 2.80
C 0.44 0.30 2.06
P 0.32 -0.42 0.39
C 1.99 -0.86 -0.09
C 2.40 -2.20 -0.02
C 3.72 -2.51 -0.30
C 4.61 -1.52 -0.67
C 4.19 -0.20 -0.77
C 2.88 0.13 -0.48
C -0.59 -1.97 0.54
C -0.83 -2.71 -0.62
C -1.52 -3.91 -0.53
C -1.97 -4.37 0.70
C -1.72 -3.63 1.85
C -1.02 -2.43 1.77
H -1.08 2.36 4.31
H 0.98 1.85 5.58
H 2.68 0.33 4.61
H 2.35 -0.62 2.38
H 1.72 -2.98 0.27
H 4.05 -3.54 -0.24
H 5.64 -1.77 -0.89
H 4.89 0.58 -1.07
H 2.55 1.15 -0.56
H -0.47 -2.36 -1.58
H -1.70 -4.49 -1.43
H -2.51 -5.30 0.76
H -2.05 -4.00 2.81
H -0.82 -1.87 2.68
C 0.02 4.91 -0.40
C 0.91 3.68 -0.55
O 0.23 2.55 -0.13
C 2.15 3.87 0.36
F 1.77 3.76 1.64
F 2.70 5.07 0.20
F 3.10 2.96 0.15
C 1.32 3.54 -2.03
F 1.98 2.41 -2.28
F 0.20 3.51 -2.79
F 2.07 4.56 -2.44
H -0.24 5.03 0.66
H -0.89 4.77 -0.97
H 0.52 5.82 -0.74

---

No. 5
54
Properties=species:S:1:pos:R:3 method="wB97M-V/def2-TZVPD" e_above_lowest_kj_mol=4.03 gap_ha=0.155 total_charge=-1 e_lumo_ha=0.026
F -1.17 2.84 1.48
C 0.16 2.55 1.63
F 0.83 3.36 0.75
F 0.52 2.96 2.89
C 0.47 1.09 1.43
C 1.68 0.70 0.87
C 2.00 -0.64 0.81
C 1.14 -1.63 1.37
C 1.51 -3.00 1.50
C 0.62 -3.93 2.00
N -0.12 -4.75 2.42
C -0.15 -1.20 1.81
C -0.46 0.15 1.87
H 2.36 1.47 0.49
H 2.93 -0.94 0.31
H 2.47 -3.34 1.11
H -0.89 -1.94 2.10
H -1.43 0.47 2.26
O 0.93 -7.86 0.39
C 2.07 -8.29 0.64
O 3.16 -8.38 0.04
C 2.21 -8.82 2.10
C 2.95 -10.17 2.19
C 4.24 -9.81 2.85
C 4.26 -8.44 3.16
C 5.33 -7.87 3.84
C 6.42 -8.69 4.16
C 6.41 -10.06 3.84
C 5.31 -10.63 3.17
N 3.08 -7.85 2.72
C 2.68 -6.56 2.81
C 3.55 -5.49 3.03
C 3.16 -4.34 3.70
C 4.10 -3.45 4.33
C 3.75 -2.73 5.50
C 4.71 -1.99 6.20
C 6.02 -1.90 5.71
C 6.37 -2.58 4.53
C 5.42 -3.33 3.84
H 1.24 -8.85 2.60
H 2.35 -10.85 2.80
H 3.10 -10.62 1.20
H 5.30 -6.82 4.12
H 7.27 -8.27 4.69
H 7.26 -10.69 4.12
H 5.28 -11.69 2.91
H 1.60 -6.41 2.70
H 4.58 -5.60 2.68
H 2.10 -4.20 3.92
H 2.72 -2.79 5.87
H 4.43 -1.46 7.11
H 6.77 -1.31 6.25
H 7.39 -2.51 4.14
H 5.69 -3.83 2.91

---

No. 6
59
Properties=species:S:1:pos:R:3 method="wB97M-V/def2-TZVPD" e_above_lowest_kj_mol=37.33 gap_ha="0.251 / 0.293" total_charge=-1 e_lumo_ha="0.095 / 0.095" spin_multiplicity=3 s2=2.007
Ni 2.04 -0.46 0.49
Se 2.07 -1.30 3.01
P 0.74 -2.72 2.10
Se 0.73 -2.61 -0.04
C -0.96 -2.55 2.76
C -2.03 -3.06 2.04
C -3.31 -2.99 2.56
C -3.53 -2.42 3.81
C -2.46 -1.90 4.52
C -1.18 -1.96 4.00
C 1.15 -4.41 2.66
C 1.20 -5.47 1.78
C 1.46 -6.76 2.24
C 1.67 -6.98 3.59
C 1.62 -5.92 4.48
C 1.36 -4.64 4.02
H -1.86 -3.48 1.06
H -4.14 -3.39 1.99
H -4.54 -2.36 4.21
H -2.63 -1.43 5.49
H -0.35 -1.53 4.54
H 1.05 -5.29 0.72
H 1.51 -7.58 1.53
H 1.88 -7.98 3.95
H 1.79 -6.09 5.54
H 1.35 -3.81 4.71
F 5.01 -0.02 0.26
B 3.98 -0.86 0.03
F 4.40 -1.99 -0.57
O 0.01 0.78 0.98
C 0.17 1.26 -0.14
N -0.63 2.19 -0.75
C -0.01 2.65 -1.97
C 1.21 1.65 -2.05
O 1.99 1.64 -2.98
N 1.21 0.89 -0.94
C -0.93 2.49 -3.18
C -0.43 2.60 -4.48
C -1.28 2.49 -5.57
C -2.64 2.28 -5.39
C -3.14 2.16 -4.10
C -2.29 2.27 -3.01
C 0.47 4.10 -1.90
C -0.19 5.03 -1.10
C 0.21 6.36 -1.06
C 1.29 6.78 -1.83
C 1.96 5.86 -2.62
C 1.55 4.53 -2.66
H -1.29 2.71 -0.19
H 0.63 2.74 -4.62
H -0.87 2.57 -6.57
H -3.30 2.20 -6.24
H -4.20 1.98 -3.94
H -2.69 2.14 -2.01
H -1.03 4.73 -0.49
H -0.32 7.06 -0.43
H 1.61 7.81 -1.80
H 2.81 6.17 -3.21
H 2.10 3.82 -3.26

---

No. 7
60
Properties=species:S:1:pos:R:3 method="wB97M-V/def2-TZVPD" e_above_lowest_kj_mol=0.00 gap_ha="0.187 / 0.200" total_charge=-1 e_lumo_ha="0.102 / 0.102" spin_multiplicity=2 s2=0.814
V 1.51 -0.25 0.18
O 2.60 5.61 1.21
C 2.40 4.26 0.97
C 3.22 3.53 0.10
C 2.94 2.20 -0.12
N 1.82 1.62 0.41
C 1.22 2.25 1.46
C 1.46 3.57 1.74
C 0.73 1.23 2.47
O 0.05 1.55 3.44
O 1.17 0.04 2.19
C 3.94 1.15 -0.53
O 4.96 1.43 -1.15
O 3.56 -0.05 -0.18
H 3.39 5.88 0.74
H 4.11 3.96 -0.34
H 0.98 4.04 2.59
C -4.09 0.97 -4.23
C -3.16 0.63 -3.09
C -3.62 0.04 -1.92
C -2.77 -0.31 -0.90
C -1.37 -0.06 -0.94
N -0.51 -0.42 0.04
C -1.03 -0.99 1.21
C -1.95 -0.35 2.04
C -2.40 -0.92 3.21
C -1.95 -2.17 3.62
C -2.38 -2.78 4.93
C -1.02 -2.82 2.82
C -0.58 -2.25 1.63
N 0.40 -2.94 0.86
C 0.52 -4.28 0.71
C 1.62 -4.51 -0.08
C 2.12 -3.23 -0.37
N 1.37 -2.30 0.20
C -0.92 0.53 -2.15
C -1.80 0.84 -3.18
N 0.47 0.75 -2.39
C 0.97 1.63 -3.28
C 2.27 1.28 -3.54
C 2.49 0.15 -2.74
N 1.41 -0.16 -2.04
H -5.10 1.15 -3.87
H -4.14 0.16 -4.96
H -3.75 1.87 -4.76
H -4.68 -0.16 -1.81
H -3.17 -0.79 -0.02
H -2.29 0.64 1.75
H -3.08 -0.36 3.84
H -3.34 -2.37 5.25
H -1.65 -2.57 5.71
H -2.48 -3.86 4.84
H -0.61 -3.77 3.13
H -0.20 -4.96 1.14
H 2.00 -5.46 -0.40
H 2.98 -2.94 -0.95
H -1.39 1.23 -4.11
H 0.37 2.46 -3.63
H 2.97 1.79 -4.17
H 3.41 -0.40 -2.61